DFT (ωB97M-V/def2-TZVPD) results for an isolated molecule of CHNO3 in a non-equilibrium geometry.

```
6
Properties=species:S:1:pos:R:3
C -0.797 0.085 0.103
N 0.296 0.870 -0.464
O -1.946 0.236 -0.133
O 1.362 -0.937 0.012
O 1.359 0.241 -0.476
H -0.274 -0.496 0.958
```

* orbital gap: 8.32 eV
* LUMO: -0.088 Ha
* E_HOMO: -0.3941 Ha
* relative energy (zero: lowest compared OMol25 entry of this formula, charge and spin): 5.076 eV
* 2S+1: 1
* net charge: 0

The net atomic charges from natural (NBO), expressed in e, are: 0.451 -0.029 -0.440 -0.313 0.177 0.154

DFT (ωB97M-V/def2-TZVPD) results for a 2-piece molecular cluster, C2H8N5O3S overall in a non-equilibrium geometry.

```
19
Properties=species:S:1:pos:R:3
C 1.729 -0.421 0.055
C -0.984 1.772 0.162
N 0.894 0.587 -0.228
N -0.476 0.582 -0.026
N 1.390 -1.653 0.461
N 2.988 -0.178 -0.193
N -2.235 2.177 0.211
O -2.800 -0.332 -0.306
O -1.283 -1.617 1.208
O -0.963 -1.702 -1.140
S -1.551 -0.888 0.018
H 0.729 2.558 -0.033
H 0.472 -1.695 0.668
H 1.869 -2.533 0.587
H 3.125 0.784 -0.293
H 3.704 -0.744 -0.042
H -3.095 1.548 0.543
H -2.190 3.133 0.306
H -1.322 -1.377 -1.961
```

* orbital gap: 8.15 eV
* LUMO: -0.170 Ha
* E_HOMO: -0.4694 Ha
* relative energy (zero: lowest compared OMol25 entry of this formula, charge and spin): 6.124 eV
* 2S+1: 1
* net charge: +1

The net atomic charges from natural (NBO), expressed in e, are: 0.617 0.410 -0.453 -0.520 -0.787 -0.739 -0.775 -0.893 -0.853 -0.840 2.489 0.287 0.380 0.435 0.407 0.405 0.467 0.425 0.536

DFT (ωB97M-V/def2-TZVPD) results for C10H13N4O3PtS as an isolated structure in a non-equilibrium geometry.

```
32
Properties=species:S:1:pos:R:3
Pt -0.554 -0.335 0.177
O -1.306 -0.437 -1.984
N -0.442 0.463 -1.720
N 0.874 -0.124 -1.981
O 1.478 -0.375 -0.806
C 1.543 0.108 -3.132
C 0.886 0.593 -4.284
C 1.594 0.775 -5.453
C 2.956 0.488 -5.541
C 3.597 0.013 -4.403
C 2.920 -0.176 -3.211
H -0.173 0.807 -4.234
H 1.069 1.149 -6.326
H 3.496 0.634 -6.467
H 4.657 -0.214 -4.441
H 3.414 -0.541 -2.322
O -1.347 1.065 1.298
C -3.427 -0.564 2.783
N -2.171 -0.537 3.494
C -1.827 0.617 4.320
C -0.401 0.283 4.772
N -0.009 -0.675 3.755
C -1.061 -1.136 3.063
S -0.953 -2.288 1.808
H -4.237 -0.405 3.497
H -3.539 -1.535 2.309
H -3.425 0.213 2.014
H -2.521 0.720 5.155
H -1.847 1.507 3.687
H -0.388 -0.168 5.770
H 0.245 1.159 4.766
H 0.900 -1.083 3.637
```

* orbital gap (spin up / spin down): 5.65 / 5.69 eV
* LUMO (spin up / spin down): 0.097 / 0.098 Ha
* E_HOMO (spin up / spin down): -0.1111 / -0.1105 Ha
* relative energy (zero: lowest compared OMol25 entry of this formula, charge and spin): 5.521 eV
* 2S+1: 1
* net charge: -1

The net atomic charges from natural (NBO), expressed in e, are: 1.088 -0.417 0.039 -0.044 -0.679 0.148 -0.243 -0.213 -0.320 -0.192 -0.296 0.210 0.193 0.193 0.192 0.231 -1.055 -0.421 -0.404 -0.220 -0.220 -0.589 0.390 -0.279 0.181 0.232 0.256 0.189 0.242 0.175 0.211 0.422

DFT (ωB97M-V/def2-TZVPD) results for C56H50AlO35Si as an isolated structure in a non-equilibrium geometry.

```
143
Properties=species:S:1:pos:R:3
C 2.796 1.924 -2.326
Si 1.959 0.219 -2.575
C 2.336 -0.967 -1.125
C 0.066 0.342 -2.719
C 2.794 -0.547 -4.103
C 2.351 -1.972 -4.564
O 3.264 -2.377 -5.575
Al 4.882 -1.723 -4.930
C 5.702 -3.334 -4.011
C 6.839 -2.834 -3.029
C 8.050 -2.134 -3.762
O 8.089 -3.536 -3.137
O 4.153 -0.698 -3.595
H 2.946 2.348 -3.339
H 3.809 1.720 -1.939
H 2.202 2.591 -1.680
H 1.542 -0.868 -0.360
H 2.272 -2.004 -1.507
H 3.341 -0.803 -0.699
H -0.456 0.479 -1.752
H -0.309 -0.599 -3.163
H -0.208 1.186 -3.383
H 2.918 0.180 -4.941
H 1.292 -1.844 -4.912
H 2.310 -2.711 -3.732
H 5.773 -0.831 -5.902
H 6.284 -3.946 -4.732
H 5.005 -3.927 -3.396
H 6.528 -2.417 -2.049
H 8.951 -1.863 -3.207
H 7.953 -2.168 -4.852
C 6.497 -3.935 0.837
C 6.491 -4.618 1.986
C 6.123 -3.969 3.283
O 6.116 -4.642 4.301
C 5.794 -2.550 3.271
C 5.803 -1.863 2.124
C 6.144 -2.517 0.823
O 6.121 -1.855 -0.193
O 5.509 -0.561 2.078
O 6.811 -5.920 2.041
H 6.759 -4.393 -0.108
H 5.547 -2.089 4.218
H 5.586 -0.307 1.136
H 6.726 -6.170 2.979
C -5.954 -1.158 -1.514
C -5.222 -0.821 -2.580
C -4.104 0.170 -2.482
O -3.457 0.429 -3.477
C -3.845 0.788 -1.185
C -4.579 0.453 -0.119
C -5.681 -0.558 -0.212
O -6.311 -0.843 0.790
O -4.367 1.004 1.085
O -5.445 -1.348 -3.788
H -6.763 -1.874 -1.572
H -3.046 1.514 -1.131
H -5.018 0.597 1.691
H -4.781 -0.942 -4.378
C 0.052 -3.362 -7.743
C 0.014 -3.720 -9.030
C -0.637 -2.858 -10.066
O -0.629 -3.219 -11.229
C -1.262 -1.612 -9.629
C -1.227 -1.256 -8.341
C -0.553 -2.106 -7.310
O -0.535 -1.727 -6.157
O -1.790 -0.124 -7.902
O 0.557 -4.868 -9.463
H 0.523 -3.974 -6.985
H -1.744 -1.006 -10.383
H -1.620 -0.103 -6.940
H 0.397 -4.890 -10.427
C 9.299 -1.304 7.650
C 9.250 -1.686 6.368
C 8.583 -0.845 5.324
O 8.582 -1.228 4.171
C 7.955 0.404 5.745
C 8.002 0.783 7.027
C 8.692 -0.045 8.066
O 8.722 0.356 9.215
O 7.436 1.920 7.450
O 9.793 -2.834 5.952
H 9.780 -1.901 8.412
H 7.461 0.994 4.985
H 7.613 1.959 8.409
H 9.622 -2.873 4.991
C 1.555 -10.388 -10.926
C 1.115 -9.317 -11.595
C 0.573 -8.116 -10.884
O 0.203 -7.160 -11.542
C 0.510 -8.151 -9.429
C 0.947 -9.223 -8.758
C 1.514 -10.413 -9.466
O 1.914 -11.357 -8.812
O 0.901 -9.288 -7.424
O 1.136 -9.259 -12.932
H 1.951 -11.260 -11.428
H 0.101 -7.284 -8.930
H 1.276 -10.158 -7.189
H 0.768 -8.384 -13.161
C -7.900 -0.180 4.488
C -9.052 0.382 4.869
C -9.267 1.861 4.791
O -10.341 2.320 5.133
C -8.167 2.691 4.309
C -7.014 2.130 3.931
C -6.809 0.646 3.984
O -5.749 0.178 3.612
O -5.987 2.867 3.487
O -10.072 -0.344 5.338
H -7.733 -1.247 4.538
H -8.328 3.759 4.273
H -5.275 2.231 3.278
H -10.780 0.297 5.539
C -4.538 4.698 5.753
C -4.170 5.738 4.996
C -3.543 6.959 5.595
O -3.209 7.873 4.861
C -3.367 7.001 7.041
C -3.738 5.964 7.797
C -4.339 4.732 7.197
O -4.644 3.808 7.929
O -3.594 5.971 9.127
O -4.338 5.744 3.669
H -4.988 3.812 5.333
H -2.931 7.895 7.462
H -3.935 5.108 9.431
H -3.990 6.603 3.364
C -5.790 10.246 6.850
C -6.249 11.483 6.627
C -7.039 12.225 7.661
O -7.417 13.355 7.415
C -7.322 11.551 8.924
C -6.866 10.314 9.145
C -6.055 9.582 8.122
O -5.648 8.464 8.381
O -7.108 9.665 10.289
O -6.029 12.121 5.474
H -5.217 9.701 6.111
H -7.907 12.090 9.655
H -6.670 8.797 10.196
H -6.461 12.992 5.568
```

* orbital gap: 3.92 eV
* LUMO: -0.033 Ha
* E_HOMO: -0.1774 Ha
* 2S+1: 1
* net charge: -1

Atomic partial charges in e from the Löwdin method, atoms 1 to 99: -0.183 0.580 -0.170 -0.197 -0.424 -0.309 -0.256 0.208 -0.153 -0.359 -0.059 -0.177 -0.292 0.028 0.024 0.015 0.018 0.027 0.013 0.013 0.024 0.028 0.109 0.080 0.106 -0.052 0.055 0.052 0.089 0.092 0.072 0.098 -0.235 -0.321 0.089 0.055 -0.233 -0.286 0.116 0.111 0.101 0.143 0.132 0.122 0.113 0.074 -0.234 -0.312 0.114 0.081 -0.225 -0.310 0.106 0.097 0.110 0.134 0.136 0.072 0.119 0.096 -0.226 -0.315 0.102 0.070 -0.232 -0.299 0.105 0.104 0.085 0.144 0.132 0.118 0.099 0.073 -0.232 -0.311 0.116 0.081 -0.236 -0.318 0.103 0.107 0.114 0.135 0.139 0.117 0.121 0.074 -0.234 -0.303 0.108 0.080 -0.229 -0.314 0.109 0.118 0.106 0.134 0.127

| no. | calculated total energy (Ha) |
| --- | --- |
| 1 | -318.932987 |
| 2 | -978.263021 |
| 3 | -1350.869662 |
| 4 | -5329.307518 |